1.
# C39H51AsCl33F6O8PTi2

A molecular structure, C39H51AsCl33F6O8PTi2 in a non-equilibrium geometry (ωB97M-V with the def2-TZVPD basis set, OMol25).

Geometry as XYZ:
```
141
Properties=species:S:1:pos:R:3:forces:R:3:mulliken_charge:R:1
Ti 11.25126 12.61064 13.69811 -1.017 0.849 1.649 0.26
Ti 14.23002 15.67619 11.83936 2.906 -2.462 -1.117 1.46
C 14.54167 8.86500 21.52835 -1.369 0.694 -0.905 -1.10
C 13.93374 10.18780 21.99386 -1.514 0.329 1.041 -0.61
C 14.48185 11.44998 21.26294 0.156 -2.640 -1.269 -0.04
C 13.75709 11.54080 19.88602 -0.460 -0.425 0.594 -1.06
P 14.63062 12.50172 18.65538 1.347 -0.470 -0.352 1.33
C 16.25827 12.75949 19.36124 -0.077 1.516 -0.322 -2.56
C 17.22217 11.56365 19.29083 -0.398 1.025 0.382 -0.61
C 18.35595 11.87741 20.25819 1.457 -2.224 0.699 -0.61
C 19.09841 13.18629 20.02714 -0.762 -1.105 1.388 -0.91
C 14.92218 11.64803 17.10013 0.921 -1.913 0.151 -1.76
C 15.78968 12.44243 16.08532 -1.092 0.180 0.709 0.08
C 16.26405 11.45919 14.97384 -0.762 0.966 1.085 -0.74
C 17.47994 10.70594 15.46509 0.262 -0.121 -0.565 -1.11
C 14.04137 14.10051 18.22540 0.339 1.353 1.651 -0.93
C 13.84842 14.88909 19.58156 -0.356 -0.020 -1.246 -0.98
C 12.89763 16.10620 19.43365 0.251 0.120 1.204 -0.23
C 11.45415 15.62336 19.39409 -0.546 -0.019 0.438 -0.81
H 15.59555 8.76357 21.70249 0.463 -0.184 0.238 0.28
H 14.34109 8.90538 20.44923 0.540 -0.480 -0.056 0.29
H 13.93232 8.01629 21.85976 0.497 0.097 0.293 0.39
H 13.97838 10.34206 23.10298 0.245 -0.217 -0.837 0.39
H 12.81608 10.07555 21.78744 1.246 0.430 0.230 0.22
H 15.54499 11.26214 21.05270 -0.353 0.081 0.433 -0.08
H 14.43646 12.29316 21.88049 -0.393 1.462 0.665 0.41
H 12.71256 11.89328 19.99778 0.456 -0.327 -0.355 0.76
H 13.78078 10.50411 19.48040 -0.466 0.671 0.072 0.56
H 16.12754 13.23355 20.36323 0.268 -0.605 -0.567 1.00
H 16.60684 13.60951 18.73186 0.317 -0.492 0.431 0.93
H 17.48077 11.46517 18.22130 0.302 -0.329 0.599 0.11
H 16.70776 10.67893 19.66983 0.076 -0.282 -0.498 0.46
H 19.12575 11.00276 20.31080 -1.199 1.272 -0.546 0.34
H 17.93195 11.80859 21.27192 -0.043 0.356 -0.125 0.30
H 19.18414 13.27212 18.97378 0.656 0.644 -0.916 0.03
H 20.01558 13.12410 20.59065 0.687 0.174 -0.423 0.39
H 18.59973 14.01495 20.49854 -0.368 0.586 -0.278 0.31
H 13.92696 11.46559 16.72745 -0.512 -0.014 -0.558 0.69
H 15.38799 10.60176 17.20350 -0.687 1.447 0.467 0.48
H 16.56012 13.03144 16.66456 -0.203 -0.853 -1.041 -0.17
H 15.08024 13.18370 15.72246 0.272 0.265 -0.553 0.55
H 16.53176 12.03048 14.07108 -0.164 -0.253 0.226 0.60
H 15.40086 10.78955 14.76035 0.550 0.350 -0.078 0.26
H 18.17945 11.48630 15.75950 0.463 -0.206 0.013 0.15
H 17.86011 10.20063 14.56779 0.383 -0.340 0.625 0.44
H 17.35615 10.01955 16.32948 -0.169 0.292 -0.711 0.24
H 13.11085 13.99309 17.72756 -1.004 -0.113 -0.580 0.59
H 14.77828 14.58999 17.59022 0.041 -0.042 -0.110 0.94
H 14.80432 15.15355 20.02374 0.188 0.157 -0.111 0.47
H 13.38831 14.15053 20.23093 -0.278 0.208 0.555 0.22
H 13.09433 16.68329 18.52221 0.256 -0.119 0.123 0.13
H 13.07136 16.79890 20.30636 -0.146 -0.626 -0.803 0.12
H 10.71636 16.43786 19.50160 0.412 -0.188 -0.131 0.42
H 11.23349 14.88168 20.19866 0.242 0.487 -0.558 0.29
H 11.28579 15.12954 18.44169 -0.292 -0.179 0.011 0.01
C 13.22627 11.78229 12.41129 0.242 -1.610 -0.308 -0.46
C 12.97250 13.18647 11.98199 14.264 -3.469 2.995 1.48
C 11.97018 13.84550 11.85538 -9.669 1.414 -2.355 -1.00
O 14.25352 16.05192 10.33831 -0.297 1.724 -6.193 -0.85
C 10.84139 12.69744 11.55244 0.853 1.293 -1.647 -0.32
C 11.31424 11.39352 10.78974 -0.943 1.745 1.967 0.59
C 12.49420 10.62671 11.51863 1.617 2.155 -1.703 0.41
O 12.99078 9.63324 11.02414 -0.584 1.151 1.983 -0.52
O 10.65269 10.97640 9.89692 0.212 -0.797 -0.553 -0.57
O 14.41618 13.91656 12.00333 -3.799 -6.949 0.768 -0.50
H 14.18948 11.62336 13.02854 -1.614 0.110 -1.481 0.10
H 10.11032 13.20199 10.90888 -0.478 -0.616 0.718 0.57
C 10.43848 10.62199 18.53022 -1.070 -1.861 1.050 -0.99
C 10.88548 11.63660 17.74110 1.880 2.942 -2.781 0.13
C 10.86428 11.42124 16.27322 0.140 -0.792 0.165 0.60
O 11.64171 12.19261 15.51631 -0.264 0.728 -1.325 0.07
C 10.27772 10.32813 15.64522 0.419 0.259 3.913 -0.34
C 10.01905 9.19472 16.48521 0.470 1.423 -1.746 0.06
C 9.87740 9.40935 18.02871 0.032 1.978 0.114 0.12
O 9.24762 8.60515 18.67705 -0.261 -1.190 0.337 -0.59
O 9.92543 8.09718 15.99341 -0.713 -2.322 -0.039 -0.57
O 11.39642 12.78184 18.05008 -0.439 -1.554 1.007 -0.52
H 10.38035 10.66273 19.61357 0.235 0.295 -0.072 0.52
H 10.23056 10.24731 14.60438 -0.074 -0.500 -1.394 0.78
As 19.12294 17.38548 22.43677 1.065 2.396 -5.392 0.91
F 19.99509 16.06354 21.33116 0.050 0.163 0.111 -0.65
F 20.52933 17.31510 23.36731 1.303 -0.618 1.519 -0.36
F 18.39812 18.41795 23.75768 -1.053 0.047 0.789 -0.53
F 13.24421 16.60014 12.72195 -6.232 4.822 4.738 -0.45
F 18.13733 16.11194 22.78320 -2.058 -2.501 1.837 -0.31
F 15.67705 16.22179 12.57945 4.145 1.361 1.742 -0.66
C 9.41560 17.22898 10.75589 2.118 0.145 -1.393 0.18
Cl 8.46104 18.06083 9.45477 0.245 -0.220 1.012 -0.18
Cl 8.72301 16.96650 12.27116 -1.352 0.008 1.050 -0.01
Cl 11.03181 18.01435 11.03455 -0.778 0.021 -0.500 -0.11
H 9.69462 16.27066 10.33473 -0.240 0.026 -0.134 0.07
C 22.44669 11.16224 17.44458 0.340 -1.009 0.756 0.59
Cl 21.68008 9.59792 17.40857 -0.634 -0.955 -0.689 -0.16
Cl 23.78871 11.23134 16.33056 -0.030 0.327 -0.213 -0.13
Cl 22.93937 11.35540 19.09954 0.712 0.698 0.929 -0.15
H 21.68606 11.87613 17.29716 -0.480 1.030 -0.816 -0.16
C 17.56595 17.90210 10.51784 1.151 0.127 -1.459 0.34
Cl 19.06027 18.54495 11.31939 -0.829 -0.281 -0.475 -0.12
Cl 17.80630 16.21409 9.99756 -0.027 0.891 0.100 -0.09
Cl 17.06137 18.98722 9.11963 0.533 -0.850 1.003 -0.17
H 16.77459 17.92018 11.20773 -0.907 -0.053 0.886 -0.03
C 22.03605 20.92729 15.56447 -0.897 0.911 -0.350 -0.02
Cl 20.81253 20.60859 16.73864 -0.927 -0.160 0.749 -0.08
Cl 22.15378 22.68811 15.26695 0.240 -0.298 0.073 -0.15
Cl 21.69560 20.09102 14.08340 0.073 -0.334 -0.576 -0.08
H 22.91198 20.56129 16.01020 1.421 -0.175 0.108 0.33
C 21.14914 11.05773 11.06768 -1.123 0.972 2.205 -0.04
Cl 20.45752 9.52404 11.58503 -0.106 0.013 0.111 -0.12
Cl 22.64481 11.39468 11.93901 -0.056 -0.086 -0.310 -0.10
Cl 19.97127 12.45276 11.40897 0.904 -1.243 -0.525 -0.08
H 21.30193 10.95266 10.03985 0.344 0.368 -1.425 0.34
C 11.86245 18.53114 15.85446 0.558 -0.680 0.292 -0.04
Cl 11.63628 16.91738 15.12855 -0.112 0.327 0.508 0.10
Cl 10.66564 18.77743 17.18108 0.535 0.204 -0.687 -0.14
Cl 11.81941 19.72455 14.54602 -0.147 -0.019 0.664 -0.13
H 12.86072 18.53955 16.34342 -0.796 0.154 -0.546 0.18
C 15.14411 19.58812 23.72518 -0.622 0.741 0.557 0.23
Cl 13.97912 18.32085 23.42799 -0.035 -0.307 -0.137 -0.13
Cl 15.88789 19.41730 25.30516 -0.105 0.129 -0.194 -0.09
Cl 14.35558 21.18012 23.50472 -0.209 0.160 0.363 -0.18
H 15.86562 19.65605 22.95805 1.028 -0.755 -0.509 0.15
C 19.87573 15.10683 16.02610 0.879 1.337 -0.749 0.04
Cl 20.16712 13.85384 14.83085 -0.272 -0.067 -0.107 -0.06
Cl 20.18850 16.76037 15.31347 0.091 -0.654 0.151 -0.04
Cl 20.95798 14.85546 17.39362 -0.533 0.098 0.059 -0.10
H 18.82517 15.21981 16.23647 -0.122 -0.677 0.616 0.16
C 20.14419 19.01484 25.69004 -0.430 -0.900 -0.674 0.81
Cl 19.87384 20.75239 25.57119 0.275 -0.068 0.054 -0.16
Cl 19.25640 18.32675 27.04184 -0.026 0.009 0.814 -0.18
Cl 21.84360 18.53229 25.70275 -0.021 0.431 0.305 -0.16
H 19.64303 18.50445 24.84711 0.790 0.957 0.480 -0.32
C 7.74486 16.61672 16.37820 1.343 1.099 0.369 0.04
Cl 7.43935 18.29951 16.18461 0.034 -0.412 0.001 -0.15
Cl 6.60165 15.54126 15.93407 -1.369 -1.110 -0.465 -0.13
Cl 9.09320 13.37375 14.26749 0.726 -0.151 -0.389 -0.52
H 8.76806 16.25524 16.42698 -0.116 0.385 0.013 0.22
C 16.87693 20.30833 16.19190 0.499 0.430 0.444 -0.02
Cl 15.50055 21.38153 16.43382 -0.379 0.292 -0.796 -0.14
Cl 16.72366 19.13099 14.91707 -0.489 -0.375 -0.036 0.05
Cl 17.07950 19.58588 17.81673 0.727 -0.290 -0.519 -0.11
H 17.74037 20.90397 15.85507 -0.340 -0.155 0.875 0.22
```
Forces are in eV/Å.

## Properties
- HOMO-LUMO gap (alpha / beta): 0.17327 / 0.15295 hartree
- Molar mass: 2133.40 g/mol
- Spin multiplicity: 7
- E: -22180.01060 Eh
- Net charge: -2
- ⟨S²⟩: 12.085

2.
# C39H51AsCl3N2OPbSbSi2

A molecular structure, C39H51AsCl3N2OPbSbSi2 (ωB97M-V with the def2-TZVPD basis set, OMol25).

Geometry as XYZ:
```
101
Properties=species:S:1:pos:R:3:forces:R:3:mulliken_charge:R:1
Pb 0.85279 1.61560 -0.90092 0.205 -0.129 0.288 0.67
Cl 5.88720 0.75698 4.60335 0.082 -0.041 0.116 -0.25
C 4.49359 0.68607 3.57385 -0.062 0.021 -0.130 0.17
C 4.65177 0.86099 2.21156 0.017 0.002 0.026 -0.94
C 3.53467 0.82693 1.40148 -0.163 -0.103 0.189 1.02
Cl 3.71495 1.15452 -0.29549 0.476 -0.068 -0.055 -0.16
C 2.22559 0.60435 1.87384 -0.022 -0.076 0.081 -0.30
O 1.16954 0.50852 1.12196 0.092 0.486 -0.526 -0.64
C 2.13374 0.47632 3.28232 0.085 0.046 -0.227 0.59
Cl 0.54984 0.35170 3.96145 -0.135 -0.116 0.110 -0.23
C 3.23267 0.50135 4.11831 -0.006 0.032 -0.023 -0.68
H 5.62954 1.04105 1.78818 0.001 0.007 -0.009 0.44
H 3.09800 0.39772 5.18550 0.021 0.009 0.007 0.45
C 2.41170 6.32860 0.10244 -0.258 -0.304 -0.005 -1.18
Si 1.68320 5.08059 1.33363 0.436 0.420 0.452 0.55
C 3.12592 4.08784 2.04845 -0.357 -0.094 -0.224 -0.71
C 0.97761 6.06269 2.79674 -0.090 -0.212 -0.314 -1.14
As -0.09662 3.71628 0.57035 0.109 0.303 -0.107 -0.22
Si -0.78114 4.92910 -1.32809 -0.397 0.280 -0.529 0.34
C -2.14374 3.90563 -2.17952 0.182 -0.085 0.328 -0.77
C 0.48072 5.26045 -2.71245 0.042 -0.128 0.386 -0.99
C -1.60018 6.56354 -0.82718 0.228 -0.233 0.141 -1.06
H 3.16248 6.95556 0.58665 -0.014 -0.023 0.124 0.41
H 1.63793 6.98196 -0.30533 0.022 0.034 -0.010 0.28
H 2.89570 5.81879 -0.73260 0.013 -0.002 -0.003 0.29
H 3.81063 4.73036 2.60516 -0.055 0.122 -0.016 0.49
H 3.69687 3.58862 1.26499 0.020 -0.009 -0.012 0.17
H 2.75486 3.32109 2.73262 0.043 -0.022 0.017 0.05
H 1.74558 6.68340 3.26244 0.055 0.010 -0.039 0.35
H 0.59595 5.37055 3.54999 -0.003 -0.001 0.016 0.30
H 0.14977 6.70634 2.49267 -0.005 0.018 -0.005 0.29
H -1.72400 3.01092 -2.64711 -0.023 -0.019 -0.019 0.19
H -2.66543 4.47353 -2.95153 0.066 0.103 -0.016 0.46
H -2.88055 3.57839 -1.44102 -0.037 -0.007 -0.019 0.02
H 0.84640 4.31523 -3.12396 0.000 -0.005 -0.014 0.25
H 1.34556 5.81724 -2.35476 0.006 0.007 -0.016 0.29
H 0.03799 5.82825 -3.53327 -0.136 -0.014 0.029 0.35
H -2.32356 6.38216 -0.02969 -0.021 -0.007 -0.003 0.30
H -2.12717 7.02005 -1.66710 0.037 -0.023 -0.070 0.38
H -0.87512 7.28556 -0.44652 0.019 0.014 -0.007 0.28
C -2.69344 -3.09333 -0.46101 0.076 -0.045 -0.072 -1.58
C -1.96411 -3.39893 -1.74316 -0.055 0.008 -0.022 0.68
C -2.66959 -3.92147 -2.82261 -0.017 0.001 -0.016 -0.71
C -2.02392 -4.28178 -3.99594 -0.010 -0.013 0.016 -0.71
C -0.64914 -4.14638 -4.08504 -0.018 -0.028 -0.061 -0.97
C 0.06202 -3.61459 -3.01697 0.004 0.005 -0.023 -0.17
C -0.57924 -3.21355 -1.84989 0.121 0.236 0.076 0.66
Sb 0.43271 -2.29846 -0.14440 0.036 -0.690 -0.219 0.21
C 0.56436 -4.28894 0.74874 -0.014 0.228 -0.031 0.67
C 0.88616 -5.38200 -0.04739 0.028 -0.020 -0.023 -0.50
C 0.89437 -6.66827 0.47302 0.037 -0.062 -0.049 -0.96
C 0.56831 -6.87100 1.80397 -0.021 0.023 0.054 -0.61
C 0.25166 -5.78534 2.60616 0.004 -0.035 -0.001 -0.79
C 0.24899 -4.48944 2.09629 0.008 -0.025 0.010 0.74
C -0.06378 -3.33141 3.00287 0.001 -0.033 -0.058 -1.10
C 2.39883 -2.19434 -1.04580 -0.215 0.056 0.100 0.72
C 2.47687 -1.59141 -2.30061 -0.047 0.000 0.020 -0.59
C 3.69113 -1.41396 -2.94517 0.045 0.041 -0.060 -1.00
C 4.85696 -1.83039 -2.32262 -0.027 0.008 0.001 -0.78
C 4.79415 -2.38806 -1.05574 0.023 0.013 0.007 -0.63
C 3.58030 -2.56439 -0.39346 0.049 -0.003 0.023 0.67
C 3.58338 -3.12721 1.00330 -0.033 0.002 -0.091 -1.36
H -3.76526 -3.25063 -0.58265 -0.026 0.046 0.055 0.48
H -2.50897 -2.06527 -0.13893 -0.082 0.028 0.043 0.09
H -2.34280 -3.75653 0.33560 -0.035 0.028 0.041 0.36
H -3.74352 -4.05433 -2.74199 0.009 -0.006 0.023 0.39
H -2.59368 -4.67807 -4.82683 0.013 -0.015 -0.004 0.39
H -0.13032 -4.45202 -4.98521 0.022 0.011 0.011 0.44
H 1.13717 -3.52307 -3.10245 -0.003 0.017 -0.016 0.49
H 1.13703 -5.23244 -1.09120 -0.020 -0.018 -0.003 0.37
H 1.14978 -7.51022 -0.15827 0.003 0.018 -0.022 0.44
H 0.55912 -7.87021 2.22091 0.015 -0.004 -0.010 0.38
H 0.00434 -5.94343 3.64984 -0.002 0.006 0.000 0.38
H -0.27324 -3.66815 4.01742 -0.008 0.020 0.002 0.48
H -0.92264 -2.76359 2.63838 0.003 0.047 0.055 0.12
H 0.78282 -2.64566 3.03831 0.000 0.137 0.082 0.14
H 1.56745 -1.25368 -2.78809 0.024 -0.018 -0.043 0.76
H 3.72838 -0.95121 -3.92370 -0.020 0.001 0.001 0.45
H 5.81382 -1.70599 -2.81342 0.005 0.004 0.005 0.39
H 5.71142 -2.68573 -0.56044 -0.008 0.001 0.026 0.43
H 4.58629 -3.09711 1.42825 -0.019 0.036 0.027 0.51
H 3.23900 -4.16207 1.00798 -0.013 -0.005 0.057 0.31
H 2.91782 -2.55175 1.65264 0.030 -0.017 0.059 0.06
N -1.44319 0.83101 -0.76919 -0.466 -0.231 0.149 -0.15
C -2.58787 0.80349 -0.60177 0.251 0.127 -0.050 -0.23
N -3.87465 0.76927 -0.41729 -0.188 0.038 0.039 0.38
C -4.46546 0.78018 0.92335 -0.019 -0.184 0.203 -0.77
C -5.44572 -0.37984 1.05858 -0.133 0.169 -0.092 -0.38
C -6.48394 -0.32119 -0.06488 0.182 -0.165 -0.050 -0.75
C -5.78683 -0.35963 -1.42753 -0.046 0.176 0.118 -0.34
C -4.81445 0.81120 -1.53713 -0.157 -0.229 -0.209 -0.81
H -4.99683 1.72843 1.05880 0.083 0.026 0.014 0.31
H -3.66604 0.71831 1.66015 0.020 0.060 -0.042 0.52
H -5.92991 -0.32552 2.03486 0.019 0.005 0.011 0.36
H -4.90163 -1.32421 1.00825 0.055 -0.046 0.019 0.12
H -7.05483 0.60933 0.01812 -0.064 -0.031 0.016 0.32
H -7.18610 -1.15082 0.02425 -0.027 0.031 0.012 0.35
H -6.51432 -0.29761 -2.23849 0.010 -0.001 -0.007 0.37
H -5.23542 -1.29651 -1.54089 0.003 -0.007 -0.023 0.03
H -5.37199 1.75323 -1.48942 0.090 0.035 -0.032 0.34
H -4.25709 0.78187 -2.47184 0.048 0.050 0.043 0.49
```
Forces are in eV/Å.

## Properties
- Energy relative to the best compared isomer or geometry (same formula, charge and spin): 2.5 kcal per mole
- HOMO-LUMO gap: 0.28160 hartree
- Molar mass: 1130.26 g/mol
- Spin multiplicity: 1
- E: -6329.97707 Eh
- Net charge: 0